# 1
Molecular formula: C4H11N2O
Method: DFT, the ωB97M-V functional and the def2-TZVPD basis

ORCA input file:
```
! RIJCOSX wB97M-V def2-TZVPD def2/J DEFGRID3
* xyz -1 1
N -2.29958 -1.65965 -0.29554
C -1.00544 -1.45505 -0.93525
C 0.05237 -0.95021 0.08703
N -0.35326 0.23943 0.77836
C 0.17022 1.41218 0.19614
C 1.70826 1.70102 0.45178
O 2.26068 0.68448 1.27182
H -2.98490 -1.11018 -0.81033
H -2.20587 -1.11173 0.56294
H -0.54248 -2.35514 -1.40779
H -1.08069 -0.86301 -1.84531
H 1.00782 -0.99042 -0.44876
H 0.09069 -1.79982 0.79697
H 1.46597 0.14480 1.51241
H -0.38047 2.29479 0.53450
H 0.08394 1.46333 -0.93037
H 2.25279 1.70020 -0.49670
H 1.75994 2.65498 0.97808
*
```

HOMO level: -2.14 eV
energy: -9352.7731 eV
HOMO-LUMO gap: 6.5 eV

=====

# 2
Molecular formula: C4H11N2O
Method: DFT, the ωB97M-V functional and the def2-TZVPD basis

ORCA input file:
```
! RIJCOSX wB97M-V def2-TZVPD def2/J DEFGRID3
* xyz -1 1
N 0.71326 1.36296 -1.30686
C -0.72922 1.08585 -1.16969
C -1.16545 0.88996 0.26310
C -0.32712 -0.00706 1.14660
N -0.19757 -1.37020 0.66317
C 1.20714 -1.81509 0.31726
O 2.02703 -0.83909 -0.10773
H 0.97276 1.87502 -0.46748
H 1.18794 0.46032 -1.14767
H -0.93129 0.22694 -1.82040
H -1.28369 1.88436 -1.67443
H -1.19030 1.89545 0.72092
H -2.20938 0.57961 0.39121
H 0.70467 0.29094 1.29859
H -0.72778 0.01641 2.16891
H -0.79323 -1.62880 -0.11037
H 1.58795 -2.27475 1.26774
H 1.15428 -2.63283 -0.43286
*
```

SMILES string: NCCCNC[O-]
HOMO level: -2.73 eV
energy: -9353.5957 eV
HOMO-LUMO gap: 6.9 eV

=====

# 3
Molecular formula: C4H11N2O
Method: DFT, the ωB97M-V functional and the def2-TZVPD basis

ORCA input file:
```
! RIJCOSX wB97M-V def2-TZVPD def2/J DEFGRID3
* xyz 0 2
C 0.75878 -0.35665 0.25763
N -0.45822 0.15487 -0.39924
C 1.97178 0.67715 -0.63013
C 2.01062 0.14214 -2.06300
N 2.45714 -0.03414 0.34609
C -2.87483 0.00340 2.01935
O -2.60238 -0.98252 1.11696
H 0.60367 -0.15372 1.31022
H 0.84864 -1.42429 0.07703
H -0.49880 -0.17871 -1.35558
H -1.21802 -0.34084 0.08019
H 1.86152 1.76600 -0.48230
H 2.80837 0.61260 -2.63501
H 2.29909 -0.90205 -1.93368
H 1.03685 0.22106 -2.54397
H -2.84066 -0.36782 3.05606
H -2.23209 0.86815 1.89398
H -3.93145 0.29538 1.88542
*
```

⟨S²⟩: 0.754
HOMO level (alpha / beta): -7.20 / -7.20 eV
energy: -9347.0221 eV
HOMO-LUMO gap (alpha / beta): 8.0 / 5.0 eV

=====

# 4
Molecular formula: C4H11N2O
Method: DFT, the ωB97M-V functional and the def2-TZVPD basis

ORCA input file:
```
! RIJCOSX wB97M-V def2-TZVPD def2/J DEFGRID3
* xyz 0 2
O -2.04884 1.26886 -0.74922
C -1.33049 0.21004 -0.95455
N -1.27669 -0.50743 -2.10734
C -0.40415 -0.23820 0.14451
N -0.95816 0.56558 1.28705
C 2.03804 -0.43911 0.82745
C 1.06960 0.16665 -0.18975
H -0.90613 -1.43738 -2.13725
H -1.68352 -0.11454 -2.95314
H -0.47267 -1.31771 0.39082
H -1.80281 0.17629 1.68896
H -0.15080 0.72939 1.89394
H -1.24918 1.45522 0.74402
H 1.83407 0.00688 1.82894
H 1.84772 -1.51438 0.93033
H 3.09499 -0.14386 0.65384
H 1.32290 -0.13981 -1.20797
H 1.07609 1.27351 -0.09064
*
```

⟨S²⟩: 0.753
HOMO level (alpha / beta): -3.14 / -8.47 eV
energy: -9350.9004 eV
HOMO-LUMO gap (alpha / beta): 3.7 / 8.9 eV

=====

# 5
Molecular formula: C4H11N2O
Method: DFT, the ωB97M-V functional and the def2-TZVPD basis

ORCA input file:
```
! RIJCOSX wB97M-V def2-TZVPD def2/J DEFGRID3
* xyz 1 1
C 1.98158 -0.02949 -0.97688
C 0.83143 -0.28086 -0.04924
N 0.97120 0.53400 1.20560
C -0.51455 0.05194 -0.65572
C -1.63034 -0.03121 0.36800
N -2.78161 -0.54196 0.00772
O -1.41431 0.29387 1.53068
H 2.92066 -0.20890 -0.52666
H 2.01348 1.01726 -1.26654
H 1.88374 -0.58866 -1.89930
H 0.76919 -1.29950 0.33127
H 1.61785 0.16122 1.90769
H 0.01839 0.44208 1.63637
H 1.15139 1.51949 1.12528
H -0.52933 1.03467 -1.14623
H -0.75817 -0.59733 -1.49579
H -3.37274 -0.74712 0.80303
H -3.15788 -0.72949 -0.89929
*
```

SMILES string: C[C@@H]([NH3+])CC(N)=O
HOMO level: -14.85 eV
energy: -9348.6069 eV
HOMO-LUMO gap: 11.9 eV

=====

# 6
Molecular formula: C4H11N2O
Method: DFT, the ωB97M-V functional and the def2-TZVPD basis

ORCA input file:
```
! RIJCOSX wB97M-V def2-TZVPD def2/J DEFGRID3
* xyz 1 1
C -2.49977 -0.71806 -0.13668
C -1.00670 -0.55200 -0.40256
N -0.74765 0.32842 -1.62347
C -0.23975 -0.00018 0.78946
C 1.26093 0.21412 0.51546
N 2.13102 0.15552 1.58076
O 1.59333 0.68770 -0.56879
H -2.92944 0.00132 0.56281
H -2.61478 -1.67341 0.38655
H -3.10715 -0.80463 -1.04125
H -0.67150 -1.52895 -0.72627
H -1.44614 1.04778 -1.77170
H -0.63138 -0.24958 -2.45093
H 0.24304 0.68199 -1.45821
H -0.58078 1.01324 1.03243
H -0.31276 -0.60522 1.69511
H 2.93049 -0.41919 1.31179
H 1.69405 -0.24721 2.40098
*
```

SMILES string: C[C@@H]([NH3+])CC(N)=O
HOMO level: -14.70 eV
energy: -9348.2417 eV
HOMO-LUMO gap: 11.5 eV

=====

# 7
Molecular formula: C4H11N2O
Method: DFT, the ωB97M-V functional and the def2-TZVPD basis

ORCA input file:
```
! RIJCOSX wB97M-V def2-TZVPD def2/J DEFGRID3
* xyz 1 1
C -1.00478 -2.08873 -0.78953
N -0.71306 -0.95078 0.27286
C 0.12645 0.28033 -0.17976
C -0.73577 1.45200 -0.46367
C 1.08891 0.68358 0.88951
N 2.41029 0.90117 0.72786
O 0.58178 0.46542 2.01824
H -0.05789 -2.61377 -1.03176
H -1.83934 -2.60785 -0.34861
H -1.41267 -1.67646 -1.70478
H -0.50504 -1.21720 1.25782
H -1.66029 -0.30493 0.51446
H 0.72117 -0.08516 -1.11855
H -0.93445 1.42014 -1.57653
H -1.65617 1.50235 0.25080
H -0.20790 2.43170 -0.24887
H 3.10024 0.82741 1.50299
H 2.69852 1.58078 0.02753
*
```

SMILES string: C[NH2+][C@@H](C)C(N)=O
HOMO level: -14.29 eV
energy: -9346.3188 eV
HOMO-LUMO gap: 11.1 eV

=====

# 8
Molecular formula: C4H11N2O
Method: DFT, the ωB97M-V functional and the def2-TZVPD basis

ORCA input file:
```
! RIJCOSX wB97M-V def2-TZVPD def2/J DEFGRID3
* xyz 1 1
C 2.63392 -0.07111 0.22702
O 1.24613 -0.33431 0.45132
C 0.31558 0.51978 0.20800
N 0.48498 1.71639 -0.27668
C -1.05900 0.05504 0.52365
C -1.51371 -1.18406 -0.25469
N -1.95381 1.18958 0.45279
H 2.96911 0.79979 0.79543
H 3.14995 -0.95962 0.58930
H 2.83820 0.05838 -0.83618
H -0.38307 2.24673 -0.36484
H 1.37282 2.13708 -0.50799
H -0.76188 -0.27800 1.50527
H -0.82547 -2.00964 -0.10694
H -1.60124 -0.96993 -1.31630
H -2.48811 -1.48004 0.12617
H -2.54346 1.28443 1.26873
H -2.55754 1.12466 -0.35932
*
```

SMILES string: COC(=[NH2+])[C@H](C)N
HOMO level: -14.50 eV
energy: -9347.6929 eV
HOMO-LUMO gap: 11.3 eV

=====

# 9
Molecular formula: C4H11N2O
Method: DFT, the ωB97M-V functional and the def2-TZVPD basis

ORCA input file:
```
! RIJCOSX wB97M-V def2-TZVPD def2/J DEFGRID3
* xyz 2 2
N 3.87568 -0.06771 -0.68113
C 0.69982 0.09687 1.77346
C -0.00536 -0.24261 0.61160
N -1.42923 -0.34459 0.78514
C -2.29655 -0.07330 -0.33516
C -1.94414 1.18208 -1.22146
O 0.46506 -0.78228 -0.41007
H 4.77840 0.44997 -0.70747
H 4.06123 -0.87814 -1.29820
H 3.12208 0.55306 -1.01225
H 1.76505 0.25287 1.80013
H 0.08114 0.20336 2.66503
H -1.66336 0.14623 1.65186
H -2.40512 -0.99858 -0.91886
H -3.24226 0.15389 0.16686
H -2.78651 1.22190 -1.89820
H -0.98576 0.96361 -1.69975
H -1.87894 2.04832 -0.56813
*
```

⟨S²⟩: 1.269
HOMO level (alpha / beta): -17.86 / -17.89 eV
energy: -9328.5224 eV
HOMO-LUMO gap (alpha / beta): 3.6 / 3.7 eV

=====

# 10
Molecular formula: C4H11N2O2
Method: DFT, the ωB97M-V functional and the def2-TZVPD basis

ORCA input file:
```
! RIJCOSX wB97M-V def2-TZVPD def2/J DEFGRID3
* xyz -1 1
N 1.36260 0.58737 2.06362
C 0.07745 0.53523 1.34525
C -0.18653 -0.60615 0.26309
C 0.86990 -0.37407 -0.85611
O 2.25166 -0.29060 -0.36785
N -1.57726 -0.51444 -0.11407
C -1.89608 0.17256 -1.45885
O -1.16373 1.26284 -1.68212
H 2.09956 0.61709 1.37216
H 1.46421 -0.29918 2.54416
H -0.09152 1.52081 0.90714
H -0.71134 0.46605 2.10387
H 0.04824 -1.49855 0.86088
H 0.94551 -1.29291 -1.44861
H 0.53849 0.52541 -1.37162
H 2.77790 -0.63805 -1.07788
H -2.12572 -0.00596 0.52780
H -1.70899 -0.62911 -2.22039
H -2.97436 0.46167 -1.39048
*
```

SMILES string: NC[C@H](CO)NC[O-]
HOMO level: -2.66 eV
energy: -11400.2968 eV
HOMO-LUMO gap: 6.3 eV

=====

# 11
Molecular formula: C4H11N2O2
Method: DFT, the ωB97M-V functional and the def2-TZVPD basis

ORCA input file:
```
! RIJCOSX wB97M-V def2-TZVPD def2/J DEFGRID3
* xyz -1 1
C 1.44884 0.68432 -0.26469
C 0.11671 1.42504 -0.46327
C -0.42000 2.15704 0.79913
N 1.68471 -0.33914 -1.26794
H 1.44139 0.11676 0.68539
H 2.32718 1.36806 -0.26321
H -0.57252 0.58447 -0.71120
H 0.18179 2.09970 -1.35036
H 0.35925 2.89094 1.09588
H -0.72413 1.45670 1.60743
H -1.27044 2.79727 0.47082
H 1.74660 0.04823 -2.19516
H 0.89180 -0.99622 -1.25631
N -1.38802 -3.02089 0.79796
C -0.94139 -1.82908 0.29213
O -0.53027 -1.85324 -0.90878
O -0.95217 -0.84131 1.10043
H -1.83988 -2.99031 1.68831
H -1.55945 -3.75834 0.14344
*
```

HOMO level: -4.26 eV
energy: -11403.6193 eV
HOMO-LUMO gap: 8.5 eV

=====

# 12
Molecular formula: C4H11N2O2S
Method: DFT, the ωB97M-V functional and the def2-TZVPD basis

ORCA input file:
```
! RIJCOSX wB97M-V def2-TZVPD def2/J DEFGRID3
* xyz 1 1
C -0.93295 -0.40082 0.68113
C -1.98357 0.20989 -1.47951
C -1.16670 -0.55191 -0.58811
C 1.16311 0.92660 -0.35878
N 2.09146 0.19813 0.22014
N 0.77772 2.11977 0.00872
O 0.62560 -2.45253 0.84125
O 0.94784 -0.71083 2.52065
S -0.14567 -1.54139 2.01152
H -1.99062 1.21316 -1.18843
H -1.71221 0.16433 -2.52098
H -3.01128 -0.13942 -1.62830
H -1.44772 0.36556 1.23549
H -0.74526 -1.41187 -1.04176
H 0.93334 0.47303 -1.34326
H 2.30870 -0.77154 0.04076
H 2.38201 0.51335 1.15148
H 0.87142 2.39890 1.02387
H 0.79833 -3.43802 0.92687
H 0.23645 2.83561 -0.51275
*
```

HOMO level: -13.40 eV
energy: -22228.3213 eV
HOMO-LUMO gap: 10.3 eV

=====

Molecular weight? In order: 103.1 103.1 103.1 103.1 103.1 103.1 103.1 103.1 103.1 119.1 119.1 151.2 g/mol.